{
  "formula": "C42H77Br2ClN5O3PS2",
  "method": "ωB97M-V/def2-TZVPD",
  "elements": ["C", "C", "C", "C", "N", "C", "C", "C", "C", "C", "C", "C", "Br", "C", "C", "C", "Cl", "C", "N", "C", "P", "O", "C", "O", "C", "C", "O", "C", "C", "N", "C", "C", "C", "Br", "C", "C", "C", "S", "S", "C", "C", "C", "H", "H", "H", "H", "H", "H", "H", "H", "H", "H", "H", "H", "H", "H", "H", "H", "H", "H", "H", "H", "H", "H", "H", "H", "H", "H", "H", "H", "H", "H", "H", "H", "H", "H", "H", "H", "H", "H", "H", "H", "H", "H", "H", "H", "H", "H", "H", "C", "C", "N", "C", "C", "C", "C", "H", "H", "H", "H", "H", "H", "H", "H", "H", "H", "H", "H", "H", "H", "H", "C", "C", "N", "C", "C", "C", "C", "H", "H", "H", "H", "H", "H", "H", "H", "H", "H", "H", "H", "H", "H", "H"],
  "xyz": [[-8.83972, 1.45858, 0.50881], [-9.12753, 0.19726, -0.42084], [-8.58696, -1.08964, 0.38385], [-7.90295, -2.16405, -0.55584], [-6.41751, -2.13397, -0.60875], [-5.77736, -2.37956, 0.69921], [-4.78099, -3.63617, 0.66764], [-3.26826, -3.23059, 0.92678], [-2.76265, -2.13431, -0.12168], [-1.29560, -1.68129, 0.18375], [-0.10586, -2.09455, -0.66612], [-0.32329, -3.06045, -1.89070], [0.16082, -2.18373, -3.62146], [0.40428, -4.45254, -1.70165], [-0.16438, -5.23120, -0.44097], [1.19437, -1.57555, -0.30773], [2.61679, -2.00787, -1.33555], [1.45367, -0.68351, 0.88234], [2.76675, -0.27820, 1.07700], [2.81112, 0.49909, 2.18614], [4.50760, 1.18900, 2.64806], [4.67655, 2.57915, 2.08833], [1.67468, 0.86890, 3.07597], [1.94471, 1.64060, 4.17914], [0.82499, 2.45579, 4.59206], [0.12574, 1.74048, 5.80718], [-1.22442, 2.16750, 6.03834], [-1.57949, 1.64587, 7.34487], [-2.99711, 0.93027, 7.32774], [0.41491, 0.44371, 2.84956], [0.28857, -0.33984, 1.70645], [-1.10088, -0.81499, 1.35934], [-2.28068, -0.35208, 2.27910], [-2.10678, -1.06690, 4.14169], [-2.46303, 1.23381, 2.29202], [-2.55097, 1.86038, 0.84558], [-5.89374, -0.98145, -1.28836], [-5.70540, 0.54316, -0.68016], [-5.41800, -1.25216, -3.03775], [-5.38776, 0.36845, -3.90760], [-6.73371, 1.18185, -3.85284], [-6.43476, 2.72617, -4.12125], [-9.62337, 1.50188, 1.31338], [-7.85326, 1.35087, 1.04661], [-8.81522, 2.42236, -0.06337], [-8.56451, 0.25910, -1.39709], [-10.21508, 0.06268, -0.64641], [-9.52617, -1.58149, 0.78676], [-7.97587, -0.79223, 1.27464], [-8.17728, -3.18892, -0.16155], [-8.31344, -2.12246, -1.60203], [-5.19212, -1.51777, 1.11225], [-6.56604, -2.61588, 1.47306], [-4.92432, -4.12400, -0.33214], [-5.11320, -4.33748, 1.47592], [-2.67132, -4.17106, 0.73305], [-3.07046, -2.92695, 1.99004], [-2.93876, -2.45311, -1.17933], [-3.40191, -1.21225, 0.02855], [-1.41381, -3.31588, -2.01103], [1.51204, -4.36898, -1.58504], [0.23140, -5.11173, -2.60273], [0.63178, -5.91715, -0.03802], [-0.41860, -4.52958, 0.40530], [-1.05949, -5.86562, -0.67727], [5.50858, 0.26742, 2.23060], [4.52261, 1.19024, 4.07905], [1.27378, 3.41031, 4.99822], [0.13686, 2.76640, 3.76743], [0.71918, 2.03272, 6.73186], [0.23004, 0.61223, 5.74980], [-0.84951, 0.84898, 7.68251], [-1.54093, 2.44217, 8.14095], [-3.30279, 0.76130, 8.40330], [-2.81923, -0.08824, 6.88086], [-3.75103, 1.51674, 6.74753], [-3.27288, -0.74795, 1.92845], [-3.47746, 1.39294, 2.76996], [-1.71627, 1.75108, 2.94055], [-1.87662, 1.39174, 0.08470], [-3.61854, 1.92213, 0.49330], [-2.20962, 2.93609, 0.94254], [-4.55635, 0.97428, -3.45602], [-5.20076, 0.12912, -4.99562], [-7.47261, 0.88140, -4.64833], [-7.27656, 1.13314, -2.87660], [-6.15295, 2.92279, -5.18993], [-7.36010, 3.34761, -3.92536], [-5.64861, 3.13492, -3.42727], [0.70981, 1.26462, -9.14994], [1.03218, 0.92356, -7.70065], [2.44941, 0.71331, -7.45246], [2.72566, 0.10859, -6.15499], [2.36558, 0.91031, -4.90407], [3.33653, 1.80327, -7.83516], [3.08734, 3.17849, -7.21290], [1.11131, 0.51069, -9.83068], [-0.37279, 1.30056, -9.29003], [1.10701, 2.24052, -9.43795], [0.49505, -0.00081, -7.46274], [0.61328, 1.70430, -7.05057], [3.78318, -0.16927, -6.10408], [2.18619, -0.84537, -6.10872], [3.06885, 1.72565, -4.73064], [2.41332, 0.26069, -4.02552], [1.35550, 1.32177, -4.94781], [3.29251, 1.91119, -8.92395], [4.37285, 1.50959, -7.63955], [2.03161, 3.45731, -7.22204], [3.62768, 3.94011, -7.78138], [3.45172, 3.23196, -6.18746], [8.37602, -1.54900, 2.11826], [9.54475, -1.05258, 2.95942], [9.93457, 0.31732, 2.66585], [11.21700, 0.69068, 3.24883], [11.32532, 0.71755, 4.77411], [8.88408, 1.32141, 2.77275], [8.16192, 1.45861, 4.11454], [8.57820, -1.42751, 1.05195], [8.20713, -2.61104, 2.30871], [7.44840, -1.02461, 2.35858], [10.39376, -1.71057, 2.74627], [9.30133, -1.19106, 4.02218], [11.52162, 1.66569, 2.85579], [11.97244, -0.00862, 2.87124], [10.82114, 1.58581, 5.19968], [12.37653, 0.78917, 5.06632], [10.92120, -0.18421, 5.23738], [8.13310, 1.11154, 2.00372], [9.28829, 2.29764, 2.48803], [7.88097, 0.49253, 4.54098], [7.24041, 2.03178, 3.97603], [8.76307, 1.99913, 4.84493]],
  "forces_ev_per_a": [[-0.26, -0.26, -0.17], [1.40, -0.12, 1.03], [-1.53, -0.11, -0.93], [-0.65, -0.62, 0.49], [0.70, 1.16, -0.20], [0.50, -1.16, 1.33], [-0.18, 0.91, 0.25], [-0.02, -0.84, -1.33], [-0.04, 0.52, 1.04], [1.19, 1.10, 1.26], [0.39, 1.21, 1.10], [-0.04, -0.64, 0.99], [-0.32, -0.36, 0.63], [-0.19, -0.61, 0.09], [0.34, 0.14, 0.25], [-1.34, -0.20, 0.17], [-1.22, 0.60, 1.22], [-1.32, -1.61, -2.13], [-2.84, 1.40, 3.10], [1.10, -0.34, 0.39], [-0.80, 2.05, -0.57], [0.04, -1.45, 0.51], [-0.89, -1.19, -0.91], [-0.65, -0.27, -1.79], [-0.52, 0.98, 1.57], [0.93, 0.24, 0.49], [0.88, -1.07, 0.77], [-1.02, -0.71, 0.68], [1.25, -0.10, 0.25], [2.78, 0.09, -1.18], [-0.64, -0.41, -0.49], [1.25, -1.24, -1.32], [0.12, 0.98, -1.14], [-0.11, 0.20, -0.82], [-0.94, -0.48, 0.20], [0.16, 0.98, 0.52], [0.04, 1.09, -1.07], [0.09, -1.02, 0.09], [-0.97, -0.58, 0.83], [-0.60, 0.71, 0.30], [-0.13, 1.37, -0.35], [-0.49, 0.06, 0.23], [0.62, 0.14, -0.79], [-0.98, 0.06, -0.79], [-0.20, -0.80, 0.55], [-0.65, 0.11, 1.03], [0.92, 0.28, 0.19], [1.13, 0.37, -0.21], [-0.30, -0.32, -1.01], [0.44, 1.02, -0.48], [0.45, 0.17, 0.96], [-0.81, -0.40, -0.59], [0.68, 0.40, -0.96], [0.34, 0.30, 0.90], [0.41, 0.40, -0.78], [-0.45, 0.98, 0.39], [-0.30, -0.15, -1.04], [0.28, 0.15, 0.97], [0.69, -0.96, -0.42], [1.23, 0.59, 0.18], [-1.04, 0.27, -0.16], [0.12, 0.94, 0.77], [-0.78, 0.60, -0.47], [0.21, -0.67, -0.89], [0.72, 0.73, 0.14], [-0.56, -0.07, 0.16], [0.04, -0.46, -0.55], [-0.31, -1.06, -0.60], [0.59, -0.77, 0.55], [-0.39, -0.31, -1.01], [-0.40, 1.15, -0.37], [-0.62, 0.89, -0.50], [-0.05, -0.41, -0.98], [0.10, 0.34, -1.20], [-0.57, 1.11, 0.22], [0.59, -0.58, 0.59], [1.32, 0.16, 0.37], [1.17, -0.07, -0.31], [-0.51, -0.68, -0.67], [-0.71, 0.19, 0.66], [1.20, -0.39, 0.17], [-0.36, -1.11, -0.19], [-0.74, -0.54, -0.62], [0.20, 0.04, 1.31], [0.88, -0.15, 0.78], [0.73, -0.24, -0.74], [-0.03, -0.26, 1.00], [0.88, -0.79, -0.23], [-0.61, -0.55, -0.74], [0.05, 0.10, -0.03], [-0.01, 0.06, -0.14], [0.24, -0.26, 0.09], [-0.14, -0.24, 0.06], [0.14, 0.03, 0.24], [-0.05, 0.09, -0.33], [0.14, 0.18, 0.06], [0.05, 0.04, 0.06], [0.04, 0.01, 0.04], [-0.01, -0.05, -0.02], [0.20, 0.00, 0.18], [-0.12, 0.04, 0.01], [0.00, 0.14, -0.15], [-0.07, 0.08, -0.13], [-0.10, 0.03, -0.02], [-0.02, 0.00, -0.04], [0.03, -0.01, -0.03], [-0.12, -0.04, 0.04], [-0.14, -0.16, 0.14], [0.02, -0.05, 0.00], [-0.02, -0.03, 0.00], [-0.12, 0.02, 0.01], [-0.06, 0.04, 0.00], [-0.13, -0.01, -0.06], [0.27, 0.20, -0.10], [0.20, -0.17, -0.09], [0.11, 0.16, 0.16], [-0.29, -0.10, -0.20], [-0.14, 0.15, 0.10], [-0.01, 0.07, 0.06], [0.01, 0.05, 0.03], [0.03, -0.02, -0.04], [0.11, 0.22, 0.08], [-0.03, -0.11, 0.06], [-0.20, 0.00, -0.03], [-0.15, -0.07, -0.03], [-0.04, -0.09, 0.03], [-0.03, -0.02, -0.03], [-0.02, 0.03, -0.04], [0.06, -0.09, 0.03], [0.18, -0.15, 0.04], [0.07, 0.00, -0.02], [0.05, 0.03, -0.03], [-0.04, -0.11, 0.06]],
  "mulliken_charge": [-1.08, 0.03, -0.63, -1.01, 0.35, -0.96, -1.09, 0.01, 0.17, 0.05, -0.12, -0.91, -0.13, -0.38, -0.85, 1.66, -0.15, -0.34, -0.53, 0.23, 0.75, -0.69, 0.17, -0.44, -0.59, -0.25, -0.36, -0.31, -0.84, -0.06, 0.09, -0.11, 0.68, -0.12, -0.05, -0.90, 0.00, -0.24, -0.15, -0.68, 0.49, -1.25, 0.33, 0.18, 0.30, -0.16, 0.44, 0.40, 0.36, 0.40, 0.38, 0.44, 0.61, 0.36, 0.33, 0.09, 0.12, 0.51, -0.86, 0.24, 0.30, 0.46, 0.38, 0.11, 0.27, -0.06, 0.03, 0.37, 0.27, 0.43, 0.28, 0.30, 0.32, 0.36, 0.10, 0.24, -0.75, 0.56, -0.23, 0.20, 0.00, 0.44, 0.33, 0.43, 0.32, -0.38, 0.33, 0.35, 0.29, -1.46, -0.26, 0.08, -0.68, -0.77, -0.71, -0.95, 0.33, 0.44, 0.30, 0.40, 0.25, 0.32, 0.36, 0.28, 0.23, 0.23, 0.39, 0.33, 0.24, 0.37, 0.28, -1.15, -0.37, 0.10, -0.69, -0.96, -0.74, -0.88, 0.33, 0.46, 0.01, 0.47, 0.25, 0.35, 0.41, 0.23, 0.39, 0.27, 0.37, 0.31, 0.23, 0.35, 0.29],
  "multiplicity": 1,
  "relative_energy_kcal_mol": 0.00,
  "smiles": "CCCCN(CCCCc1c([C@@H](Br)CC)c(Cl)c2nc([PH2]=O)c(OCCOCC)nc2c1[C@@H](Br)CC)C(=S)SCCC.CCN(CC)CC.CCN(CC)CC",
  "homo_lumo_gap_ha": 0.2501,
  "homo_ev": -7.90,
  "total_charge": 0
}